{
  "formula": "C5H8IP",
  "method": "ωB97M-V/def2-TZVPD",
  "e_tot_ha": -834.33582,
  "elements": ["C", "C", "C", "C", "C", "P", "I", "H", "H", "H", "H", "H", "H", "H", "H"],
  "xyz": [[1.12, 0.22, -1.30], [0.14, -0.22, -0.52], [0.36, 0.34, 0.87], [1.18, 1.62, 0.78], [-0.84, -1.28, -0.74], [2.30, 1.44, -0.81], [3.85, -0.31, 0.08], [1.09, -0.17, -2.31], [-0.55, 0.46, 1.46], [1.12, -0.50, 1.28], [0.59, 2.61, 0.78], [1.83, 1.64, 1.72], [-0.86, -2.04, 0.15], [-0.64, -2.02, -1.47], [-1.89, -0.95, -1.05]],
  "lowdin_charge": [-0.474, -0.415, -0.277, -0.440, -0.071, 0.597, 0.336, 0.066, 0.107, 0.118, 0.096, 0.074, 0.124, 0.053, 0.106]
}



{
  "formula": "HNO7S",
  "method": "ωB97M-V/def2-TZVPD",
  "e_tot_ha": -979.82883,
  "elements": ["N", "O", "O", "O", "O", "O", "O", "O", "S", "H"],
  "xyz": [[-0.73, 1.90, 0.46], [-0.66, 2.92, 1.04], [0.19, 1.44, -0.30], [0.97, -1.71, 0.88], [-1.65, 1.10, 0.59], [1.79, -1.29, -0.17], [-1.29, -0.37, -1.53], [0.94, -0.93, -1.25], [-0.45, -0.33, -0.44], [0.89, -2.72, 0.73]],
  "lowdin_charge": [-0.546, 0.172, -0.065, -0.119, -0.035, -0.152, -0.292, -0.245, 1.112, 0.169]
}



{
  "formula": "C43H33Cl2FeINO2P2S",
  "method": "ωB97M-V/def2-TZVPD",
  "e_tot_ha": -5426.32202,
  "spin_multiplicity": 6,
  "elements": ["Fe", "C", "P", "C", "C", "C", "C", "C", "C", "C", "C", "C", "C", "C", "C", "C", "C", "C", "C", "C", "P", "C", "C", "C", "C", "C", "C", "C", "C", "C", "C", "C", "C", "N", "H", "H", "H", "H", "H", "H", "H", "H", "H", "H", "H", "H", "H", "H", "H", "H", "H", "H", "H", "H", "H", "H", "H", "H", "H", "H", "Cl", "C", "C", "C", "C", "C", "Cl", "C", "S", "H", "H", "H", "I", "C", "C", "C", "C", "C", "C", "C", "O", "O", "H", "H", "H", "H"],
  "xyz": [[-0.58, 0.77, -0.59], [1.48, -0.78, 2.19], [-0.16, -1.16, 3.00], [-1.28, 0.19, 3.49], [-0.95, 1.52, 3.23], [-1.85, 2.52, 3.54], [-3.08, 2.20, 4.10], [-3.41, 0.88, 4.33], [-2.52, -0.13, 4.02], [0.40, -1.69, 4.69], [1.25, -2.79, 4.81], [1.58, -3.30, 6.05], [1.08, -2.70, 7.20], [0.27, -1.58, 7.09], [-0.06, -1.08, 5.84], [1.67, -1.35, 0.82], [2.46, -2.44, 0.46], [2.40, -2.54, -0.93], [1.57, -1.51, -1.37], [1.02, -1.19, -2.73], [-0.75, -0.71, -2.38], [-1.57, -2.32, -2.19], [-0.91, -3.47, -1.75], [-1.62, -4.62, -1.48], [-2.99, -4.66, -1.64], [-3.66, -3.52, -2.06], [-2.96, -2.36, -2.33], [-1.58, -0.10, -3.89], [-2.21, 1.14, -3.79], [-3.01, 1.61, -4.82], [-3.17, 0.84, -5.96], [-2.53, -0.38, -6.08], [-1.74, -0.86, -5.05], [1.15, -0.78, -0.30], [2.27, -1.12, 2.86], [1.50, 0.32, 2.14], [0.01, 1.76, 2.77], [-1.60, 3.54, 3.35], [-3.78, 2.98, 4.34], [-4.37, 0.63, 4.76], [-2.77, -1.17, 4.21], [1.63, -3.26, 3.91], [2.20, -4.17, 6.14], [1.32, -3.10, 8.17], [-0.12, -1.09, 7.98], [-0.70, -0.21, 5.77], [3.01, -3.07, 1.14], [2.90, -3.27, -1.55], [1.11, -2.04, -3.41], [1.53, -0.34, -3.19], [0.16, -3.46, -1.60], [-1.10, -5.50, -1.13], [-3.54, -5.56, -1.42], [-4.74, -3.52, -2.16], [-3.48, -1.46, -2.63], [-2.10, 1.71, -2.87], [-3.51, 2.56, -4.72], [-3.80, 1.20, -6.76], [-2.66, -0.98, -6.97], [-1.26, -1.83, -5.12], [1.56, 1.96, -1.36], [1.75, 3.10, -0.08], [3.01, 3.41, 0.39], [3.14, 4.33, 1.42], [2.02, 4.97, 1.93], [0.76, 4.66, 1.44], [-0.61, 5.50, 2.06], [0.58, 3.67, 0.46], [-1.00, 3.13, -0.02], [3.87, 2.92, -0.03], [4.12, 4.54, 1.83], [2.11, 5.71, 2.70], [-2.85, -6.03, 4.69], [-2.48, -4.49, 3.27], [-1.34, -3.78, 3.40], [-1.00, -2.74, 2.39], [-2.17, -2.36, 1.54], [-3.31, -3.14, 1.48], [-3.46, -4.25, 2.29], [-1.95, -1.13, 0.83], [-2.64, -0.60, -0.05], [-0.85, -0.53, 1.21], [-0.65, -3.97, 4.20], [-0.17, -3.12, 1.73], [-4.09, -2.85, 0.79], [-4.33, -4.88, 2.21]],
  "lowdin_charge": [0.438, -0.146, 1.105, -0.297, -0.069, -0.074, -0.065, -0.066, -0.085, -0.289, -0.121, -0.075, -0.077, -0.068, -0.066, -0.379, -0.079, -0.094, -0.443, -0.244, 1.046, -0.332, -0.063, -0.077, -0.094, -0.084, -0.097, -0.358, -0.095, -0.075, -0.081, -0.079, -0.086, -0.042, 0.093, 0.091, 0.098, 0.042, 0.106, 0.106, 0.118, 0.113, 0.107, 0.104, 0.106, 0.097, 0.088, 0.092, 0.092, 0.068, 0.088, 0.105, 0.103, 0.107, 0.112, 0.079, 0.107, 0.103, 0.104, 0.112, 0.777, -0.646, -0.109, -0.089, -0.116, -0.690, 0.696, -0.735, 0.572, 0.105, 0.103, 0.102, 0.843, -0.693, -0.137, -0.228, -0.110, -0.006, -0.119, -0.555, 0.008, -0.253, 0.072, 0.159, 0.128, 0.092]
}